# 1
Entry from the Open Molecules 2025 dataset: C3H4S in the gas phase (wB97M-V/def2-TZVPD).

Summary:
Lowest unoccupied orbital energy in eV: 0.7
SMILES: C#CCS

Each line ends with the Löwdin charge.
CARTESIAN COORDINATES (ANGSTROEM)
C 1.546 -0.691 -0.079  0.080
C 0.784 0.189 -0.041  -0.208
C -0.568 0.829 -0.034  -0.488
S -1.912 -0.503 -0.072  0.662
H 2.431 -1.274 -0.053  0.036
H -0.751 1.232 0.897  0.022
H -0.683 1.488 -0.855  0.052
H -0.846 -1.270 0.237  -0.155


# 2
Entry from the Open Molecules 2025 dataset: 2 unconnected molecules or ions with the total composition C3H4S (wB97M-V/def2-TZVPD).

Summary:
Lowest unoccupied orbital energy in eV: -0.4

Each line ends with the Löwdin charge.
CARTESIAN COORDINATES (ANGSTROEM)
C 0.158 1.338 -0.327  -0.138
C 0.851 0.291 -0.126  -0.077
C -0.478 -1.456 0.403  -0.558
S -0.806 -2.804 1.290  0.570
H 0.773 2.265 -0.639  0.095
H -0.885 1.387 0.156  0.086
H 1.803 0.127 -0.721  0.074
H -1.416 -1.149 -0.036  -0.051


| no. | energy (eV) | strongest force on any atom (hartree/bohr) |
| --- | --- | --- |
| 1 | -14008.2310 | 0.115 |
| 2 | -14005.4822 | 0.105 |